This record from OMol25 describes 3 unconnected molecules or ions with the total composition C30H57NO9. The level of theory is wB97M-V/def2-TZVPD.

The geometry in XYZ format:
```
97
C30H57NO9, DFT wB97M-V/def2-TZVPD
C -2.892 2.410 0.575
C -2.025 1.685 1.610
C -1.077 2.604 2.398
C -0.382 3.665 1.550
N 0.311 3.131 0.369
C 1.719 3.195 0.343
C 2.564 2.517 1.138
O 2.131 1.623 2.063
C 2.426 1.938 3.438
C 3.198 0.833 4.137
C 2.775 -0.575 3.720
C 4.054 2.695 0.935
O 4.860 2.540 1.829
C 4.476 3.064 -0.440
C 3.661 3.784 -1.221
C 3.958 4.277 -2.614
C 4.742 3.236 -3.426
C 4.642 5.667 -2.658
C 5.691 5.962 -1.577
C 6.877 6.773 -2.134
C 2.326 4.152 -0.640
O 1.776 5.190 -0.937
H -3.612 1.705 0.149
H -2.310 2.801 -0.258
H -3.469 3.215 1.034
H -1.422 0.928 1.091
H -2.670 1.123 2.287
H -1.668 3.125 3.161
H -0.344 2.002 2.941
H -1.099 4.437 1.258
H 0.369 4.173 2.163
H -0.012 2.205 0.134
H 1.475 2.111 3.956
H 2.988 2.869 3.488
H 4.264 0.980 3.963
H 3.019 0.951 5.210
H 3.187 -0.836 2.746
H 3.153 -1.298 4.443
H 1.686 -0.657 3.694
H 5.463 2.753 -0.763
H 2.983 4.403 -3.093
H 4.667 3.485 -4.485
H 4.308 2.244 -3.283
H 5.795 3.210 -3.140
H 3.857 6.422 -2.598
H 5.121 5.760 -3.637
H 5.233 6.532 -0.767
H 6.091 5.040 -1.155
H 7.448 7.224 -1.323
H 7.546 6.106 -2.682
H 6.531 7.553 -2.811
C -4.147 -0.909 -5.331
O -4.732 -1.317 -4.116
C -3.871 -1.103 -3.014
C -4.626 -1.216 -1.709
O -5.359 -0.049 -1.370
C -6.583 0.159 -2.060
C -7.719 -0.706 -1.564
O -7.637 -2.008 -2.114
C -8.484 -2.916 -1.450
H -3.217 -1.455 -5.529
H -4.858 -1.125 -6.126
H -3.934 0.166 -5.326
H -3.414 -0.107 -3.078
H -3.069 -1.855 -3.031
H -3.888 -1.327 -0.911
H -5.264 -2.101 -1.705
H -6.455 0.045 -3.138
H -6.847 1.199 -1.856
H -8.674 -0.248 -1.861
H -7.682 -0.755 -0.469
H -8.203 -3.022 -0.396
H -8.380 -3.881 -1.941
H -9.532 -2.600 -1.507
C 1.182 -2.894 0.183
O 1.150 -4.020 1.028
C 0.454 -3.752 2.234
C 0.119 -5.031 2.966
O -1.011 -5.717 2.454
C -0.795 -6.506 1.294
C -0.146 -7.843 1.573
O 1.253 -7.699 1.730
C 1.845 -8.852 2.283
H 1.671 -2.042 0.671
H 1.748 -3.166 -0.706
H 0.170 -2.597 -0.117
H -0.470 -3.202 2.016
H 1.093 -3.132 2.878
H -0.151 -4.759 3.988
H 0.991 -5.687 3.007
H -0.227 -5.957 0.541
H -1.792 -6.703 0.895
H -0.348 -8.521 0.732
H -0.587 -8.273 2.482
H 1.454 -9.055 3.287
H 2.915 -8.671 2.350
H 1.672 -9.731 1.651
```

Properties
* spin multiplicity: 1
* SMILES: CCCCNC1=C(OCCC)C(=O)C=C([C@H](C)CCC)C1=O.COCCOCCOC.COCCOCCOC
* charge: 0
* ΔE to the lowest compared entry with this formula, charge and spin: 0.275 eV
* Kohn-Sham gap: 0.304 Eh

Here are the Löwdin charges for atoms 1 to 8, given in e:
1. C -0.10
2. C -0.26
3. C -0.20
4. C -0.20
5. N 0.03
6. C -0.12
7. C -0.14
8. O -0.03

---

This record from OMol25 describes a molecular structure, C30H58Br6O14S7. The level of theory is wB97M-V/def2-TZVPD.

The geometry in XYZ format:
```
115
C30H58Br6O14S7, DFT wB97M-V/def2-TZVPD
C 3.350 -2.682 -5.054
C 2.045 -1.809 -5.290
C 2.012 -0.685 -4.170
S 3.659 -0.539 -3.612
O 3.697 -0.103 -2.240
O 4.517 0.058 -4.640
C 4.046 -2.332 -3.685
H 4.139 -2.640 -5.877
H 3.050 -3.745 -5.072
H 1.123 -2.393 -5.334
H 2.231 -1.378 -6.272
H 1.318 -0.898 -3.357
H 1.699 0.273 -4.610
H 3.626 -2.906 -2.804
H 5.133 -2.411 -3.682
C -4.430 0.276 -3.535
C -3.999 0.235 -1.988
C -5.302 0.683 -1.257
S -6.146 1.959 -2.285
O -5.802 3.294 -1.813
O -7.523 1.507 -2.463
C -5.108 1.625 -3.769
H -5.055 -0.523 -3.836
H -3.614 0.269 -4.247
H -3.113 0.906 -1.859
H -3.750 -0.803 -1.667
H -5.048 1.178 -0.269
H -6.038 -0.107 -1.215
H -4.306 2.388 -3.732
H -5.727 1.669 -4.684
C -1.034 -5.333 1.726
C -1.899 -4.211 2.360
C -1.148 -3.766 3.606
S -0.429 -5.254 4.280
O -1.263 -5.791 5.292
O 0.958 -5.006 4.546
C -0.633 -6.298 2.894
H -0.155 -4.917 1.257
H -1.658 -5.832 0.960
H -2.810 -4.539 2.784
H -2.035 -3.425 1.629
H -1.808 -3.413 4.435
H -0.256 -3.104 3.451
H -1.396 -6.975 3.129
H 0.301 -6.747 2.725
C 4.599 -4.977 2.879
C 4.192 -3.522 3.405
C 3.101 -2.949 2.556
S 3.203 -3.860 0.882
O 3.460 -2.950 -0.236
O 2.091 -4.821 0.677
C 4.685 -4.819 1.398
H 3.929 -5.728 3.317
H 5.607 -5.202 3.311
H 5.069 -2.821 3.419
H 3.861 -3.684 4.419
H 3.251 -1.903 2.338
H 2.051 -3.133 2.848
H 5.580 -4.340 1.049
H 4.676 -5.722 0.778
C -0.630 3.043 5.571
C -1.681 2.135 4.891
C -1.867 2.647 3.434
S -0.561 3.872 3.054
O -1.165 5.184 3.329
O 0.030 3.711 1.772
C 0.404 3.405 4.446
H -0.072 2.507 6.321
H -1.066 3.913 6.115
H -2.722 2.238 5.334
H -1.404 1.080 4.920
H -2.829 3.187 3.285
H -1.786 1.810 2.743
H 1.016 4.267 4.827
H 0.949 2.538 4.156
C -2.822 6.612 -0.982
C -1.338 6.291 -0.660
C -0.991 5.161 -1.625
S -2.471 4.104 -1.759
O -2.371 2.946 -0.899
O -2.698 3.860 -3.170
C -3.558 5.256 -0.942
H -2.928 7.174 -1.866
H -3.294 7.274 -0.256
H -1.145 6.029 0.378
H -0.872 7.209 -0.930
H -0.117 4.494 -1.378
H -0.836 5.543 -2.628
H -3.512 4.985 0.057
H -4.534 5.178 -1.428
C 0.427 1.365 -0.529
C 1.728 1.553 0.283
C 2.049 0.263 0.938
S 0.421 -0.292 1.542
O 0.160 0.184 2.904
O 0.347 -1.699 1.291
C -0.602 0.630 0.324
H 0.584 0.746 -1.462
H 0.151 2.425 -0.767
H 1.550 2.361 1.017
H 2.578 1.886 -0.378
H 2.816 0.416 1.715
H 2.458 -0.522 0.241
H -1.171 1.266 0.939
H -1.240 -0.033 -0.286
C 5.077 4.494 -2.703
Br 5.149 6.408 -2.752
Br 3.267 3.885 -2.705
Br 6.115 3.908 -1.212
H 5.587 4.131 -3.574
C -1.189 -3.346 -2.912
Br -0.669 -2.568 -1.227
Br 0.193 -4.560 -3.511
Br -1.580 -1.949 -4.317
H -2.110 -3.930 -2.764
```

Properties
* spin multiplicity: 1
* charge: 0
* ΔE to the lowest compared entry with this formula, charge and spin: 0.000 eV
* Kohn-Sham gap: 0.352 Eh

Here are the Löwdin charges for atoms 1 to 8, given in e:
1. C -0.22
2. C -0.20
3. C -0.25
4. S 0.64
5. O -0.34
6. O -0.32
7. C -0.20
8. H 0.12

---

This record from OMol25 describes 3 unconnected molecules or ions with the total composition C30H58N5O5. The level of theory is wB97M-V/def2-TZVPD.

The geometry in XYZ format:
```
98
C30H58N5O5, DFT wB97M-V/def2-TZVPD
C -2.032 -6.170 -3.750
C -1.404 -5.145 -3.209
C -0.118 -5.298 -2.431
C 0.494 -3.981 -1.920
C -0.567 -3.285 -1.053
C -0.096 -2.177 -0.122
O -1.168 -1.219 -0.032
C -1.030 -0.425 1.077
O -0.460 0.619 1.070
N 0.910 -3.099 -3.031
C 2.254 -3.134 -3.101
N 2.898 -2.140 -3.626
N 2.838 -4.243 -2.468
C 1.876 -4.333 -1.268
O 2.319 -3.393 -0.378
C 2.870 -3.881 0.863
C 2.864 -2.754 1.895
C 1.765 -2.878 2.969
H -3.053 -6.087 -4.095
H -1.540 -7.131 -3.844
H -1.823 -4.151 -3.330
H 0.618 -5.872 -3.008
H -0.334 -5.898 -1.543
H -1.256 -2.788 -1.739
H -1.148 -4.033 -0.513
H 0.115 -2.568 0.876
H 0.803 -1.676 -0.479
H -1.499 -0.851 1.980
H 0.442 -3.227 -3.922
H 2.389 -1.279 -3.844
H 3.865 -2.238 -3.899
H 2.631 -5.029 -3.088
H 1.961 -5.362 -0.917
H 3.885 -4.239 0.670
H 2.271 -4.727 1.215
H 2.753 -1.814 1.353
H 3.836 -2.771 2.386
H 1.018 -3.630 2.702
H 1.236 -1.933 3.103
H 2.179 -3.142 3.941
C -0.482 2.582 -2.772
C 0.650 1.708 -3.353
C 1.878 2.532 -3.770
C 1.733 3.294 -5.084
C 1.280 2.353 -6.199
C -0.012 1.613 -5.852
N 0.171 0.907 -4.533
O 0.820 -0.188 -4.678
C -1.180 2.609 -5.845
C -0.348 0.571 -6.914
C 1.060 0.770 -2.220
H -1.270 2.807 -3.478
H -0.966 2.061 -1.944
H -0.087 3.523 -2.390
H 2.727 1.847 -3.873
H 2.126 3.209 -2.951
H 1.040 4.131 -4.972
H 2.697 3.730 -5.349
H 1.118 2.904 -7.128
H 2.074 1.625 -6.398
H -2.100 2.138 -5.497
H -1.342 2.945 -6.869
H -0.998 3.499 -5.252
H 0.471 -0.125 -7.078
H -0.554 1.083 -7.853
H -1.235 0.003 -6.632
H 0.253 0.088 -1.951
H 1.294 1.377 -1.345
H 1.949 0.187 -2.462
C -3.643 3.587 5.985
C -2.462 3.034 6.812
C -1.378 4.094 7.060
C -0.468 4.385 5.869
C 0.126 3.085 5.326
C -0.951 2.061 4.964
N -1.843 1.837 6.152
O -1.293 1.054 7.004
C -1.703 2.542 3.716
C -0.316 0.725 4.587
C -3.044 2.620 8.160
H -3.603 3.335 4.933
H -4.580 3.169 6.353
H -3.704 4.672 6.071
H -0.747 3.744 7.884
H -1.865 5.006 7.410
H -1.009 4.926 5.088
H 0.341 5.043 6.192
H 0.734 3.276 4.439
H 0.792 2.658 6.082
H -2.545 1.885 3.488
H -1.018 2.510 2.869
H -2.069 3.562 3.782
H 0.334 0.348 5.372
H 0.271 0.865 3.678
H -1.089 -0.023 4.393
H -3.748 1.796 8.047
H -3.580 3.478 8.570
H -2.275 2.324 8.869
```

Properties
* expectation value of S²: 2.008
* spin multiplicity: 3
* charge: +1
* Kohn-Sham gap (alpha / beta): 0.236 / 0.277 Eh

Here are the Löwdin charges for atoms 1 to 8, given in e:
1. C 0.03
2. C -0.17
3. C -0.14
4. C -0.35
5. C -0.06
6. C -0.17
7. O -0.06
8. C -0.32

---

This record from OMol25 describes a molecular structure, C30H59BaN11O6P2S6. The level of theory is wB97M-V/def2-TZVPD.

The geometry in XYZ format:
```
115
C30H59BaN11O6P2S6, DFT wB97M-V/def2-TZVPD
Ba -0.449 1.038 0.355
C -1.720 5.798 0.930
P -2.022 4.121 0.245
C -3.628 3.776 1.047
C -2.582 4.546 -1.464
C -3.346 3.390 -2.118
P -2.477 1.757 -2.031
C -1.655 1.726 -3.674
C -3.863 0.600 -2.330
H -2.615 6.419 0.839
H -0.896 6.286 0.410
H -1.471 5.707 1.989
H -4.363 4.546 0.798
H -3.473 3.750 2.127
H -4.000 2.786 0.779
H -1.702 4.814 -2.055
H -3.225 5.430 -1.414
H -3.550 3.608 -3.170
H -4.312 3.259 -1.624
H -2.383 1.866 -4.478
H -1.137 0.777 -3.811
H -0.899 2.512 -3.734
H -4.447 0.891 -3.207
H -4.500 0.568 -1.446
H -3.463 -0.402 -2.496
S -0.368 1.806 3.307
S -1.695 0.319 3.938
S -3.555 0.728 3.199
S -3.579 0.148 1.201
N 1.915 2.546 0.253
C 2.380 3.042 -1.043
C 3.805 3.621 -1.086
C 4.033 4.918 -0.301
C 4.215 4.697 1.213
N 3.742 5.764 2.081
C 2.432 5.868 2.460
N 2.202 6.843 3.401
N 1.521 5.102 1.964
C 1.403 4.051 -1.642
O 0.913 4.995 -0.834
O 1.101 4.032 -2.807
H 1.854 3.296 0.943
H 2.577 1.868 0.620
H 2.371 2.202 -1.739
H 4.054 3.771 -2.139
H 4.486 2.844 -0.721
H 3.214 5.621 -0.469
H 4.925 5.405 -0.702
H 5.273 4.547 1.441
H 3.707 3.789 1.529
H 4.303 6.595 2.159
H 2.945 7.035 4.051
H 1.279 6.869 3.799
H 1.269 4.940 0.089
H 0.649 5.172 2.484
C -0.410 -7.193 1.315
C -0.223 -5.971 0.435
S 1.382 -5.230 0.519
O 1.390 -4.137 -0.419
O 2.394 -6.253 0.423
C 1.461 -4.570 2.174
C 2.775 -3.834 2.434
N 2.826 -2.554 1.728
C 1.963 -1.534 1.967
N 1.982 -0.627 1.003
C 2.907 -1.057 0.102
C 3.436 -2.237 0.531
N 4.480 -2.990 -0.073
O 4.766 -2.707 -1.228
O 5.071 -3.819 0.589
C 1.089 -1.453 3.158
H -1.337 -7.697 1.042
H -0.483 -6.925 2.368
H 0.414 -7.893 1.187
H -0.932 -5.167 0.648
H -0.317 -6.206 -0.629
H 1.382 -5.421 2.851
H 0.601 -3.916 2.317
H 3.622 -4.438 2.126
H 2.874 -3.635 3.501
H 3.133 -0.526 -0.810
H 1.439 -2.081 3.977
H 0.060 -1.723 2.910
H 1.041 -0.412 3.484
N -0.800 -1.493 0.150
C -1.572 -2.277 0.509
N -2.407 -3.206 0.921
C -3.439 -3.673 -0.032
C -4.822 -3.398 0.534
C -5.041 -4.157 1.848
C -3.730 -4.305 2.637
C -2.784 -3.153 2.356
H -3.285 -4.743 -0.214
H -3.281 -3.149 -0.974
H -5.574 -3.675 -0.207
H -4.899 -2.322 0.703
H -5.460 -5.147 1.656
H -5.772 -3.617 2.450
H -3.234 -5.246 2.377
H -3.927 -4.344 3.709
H -1.869 -3.236 2.947
H -3.241 -2.183 2.571
C 0.524 -1.096 -5.829
N 1.388 -1.853 -4.947
C 1.835 -3.141 -5.184
C 2.600 -3.498 -4.133
N 2.605 -2.426 -3.269
C 1.863 -1.409 -3.758
S 1.578 0.094 -3.039
H 0.948 -1.081 -6.832
H 0.462 -0.081 -5.443
H -0.471 -1.538 -5.856
H 1.568 -3.679 -6.074
H 3.133 -4.405 -3.922
H 3.124 -2.365 -2.401
```

Properties
* spin multiplicity: 1
* charge: 0
* ΔE to the lowest compared entry with this formula, charge and spin: 1.569 eV
* Kohn-Sham gap: 0.200 Eh

Here are the Löwdin charges for atoms 1 to 8, given in e:
1. Ba 1.17
2. C -0.29
3. P 0.77
4. C -0.31
5. C -0.43
6. C -0.42
7. P 0.73
8. C -0.30

---

> Which value of spin multiplicity does entry 1 give?

1

---

> Among the records above, which one has the highest charge?

C30H58N5O5